Entry 1:
The following is a quantum chemistry calculation of a 2-piece molecular cluster, C9H14 overall at a distorted geometry, from OMol25.

```
! RIJCOSX wB97M-V def2-TZVPD def2/J DEFGRID3
* xyz 0 1
C 0.933 2.577 0.690
C 0.173 0.313 1.461
C -0.070 1.456 0.708
C -0.795 -0.669 1.658
C -2.046 -0.482 1.096
C -1.330 1.617 0.145
C -2.286 0.619 0.278
H 1.151 0.169 1.915
H -0.488 -1.467 2.329
H 0.517 3.542 0.372
H 1.789 2.346 0.062
H -2.860 -1.186 1.233
H -1.585 2.547 -0.339
H -3.282 0.654 -0.141
H 1.303 2.803 1.688
C 1.095 -2.206 -0.974
C 1.150 -1.589 -2.380
H 0.079 -2.529 -0.766
H 1.911 -2.892 -0.747
H 1.206 -1.426 -0.218
H 1.998 -1.995 -2.936
H 1.265 -0.511 -2.296
H 0.169 -1.689 -2.838
*
```

## Properties
Energy above the lowest of the compared OMol25 structures with the same formula, charge and spin   50.06 kJ/mol
Frontier orbital gap   10.1005 eV
SMILES   Cc1ccccc1.CC


Entry 2:
The following is a quantum chemistry calculation of a 2-piece molecular cluster, C9H14 overall at a distorted geometry, from OMol25.

```
! RIJCOSX wB97M-V def2-TZVPD def2/J DEFGRID3
* xyz 0 1
C 1.294 -2.799 -1.055
C 0.042 -3.660 -1.223
H 2.207 -3.403 -0.852
H 1.453 -2.229 -1.995
H 1.204 -2.119 -0.303
H -0.759 -2.982 -1.452
H -0.155 -4.233 -0.297
H 0.192 -4.324 -2.121
C -2.463 1.803 1.107
C 1.502 0.662 -0.144
C 1.114 0.440 1.165
C 0.601 1.221 -1.045
C -0.182 0.815 1.592
C -0.667 1.612 -0.640
C -1.074 1.393 0.692
H 2.471 0.376 -0.469
H 1.710 0.048 1.902
H 0.903 1.399 -2.094
H -0.483 0.693 2.654
H -1.354 2.044 -1.338
H -2.825 2.647 0.509
H -2.390 2.192 2.180
H -3.180 0.973 0.978
*
```

## Properties
Energy above the lowest of the compared OMol25 structures with the same formula, charge and spin   46.25 kJ/mol
Frontier orbital gap   10.0690 eV
SMILES   Cc1ccccc1.CC


Entry 3:
The following is a quantum chemistry calculation of a 2-piece molecular cluster, C9H14 overall at a distorted geometry, from OMol25.

```
! RIJCOSX wB97M-V def2-TZVPD def2/J DEFGRID3
* xyz 0 1
C -1.803 0.244 1.741
C -1.997 1.178 0.517
H -1.241 0.624 2.652
H -2.815 -0.051 2.158
H -1.299 -0.776 1.533
H -1.747 0.538 -0.414
H -2.970 1.416 0.457
H -1.516 2.102 0.646
C 1.819 1.244 0.600
C 0.130 -1.903 -0.374
C 0.797 -1.022 0.457
C 0.131 -1.847 -1.777
C 1.269 0.110 -0.202
C 0.711 -0.659 -2.476
C 1.153 0.353 -1.704
H -0.585 -2.606 0.165
H 1.092 -1.297 1.518
H 0.011 -2.724 -2.343
H 0.857 -0.684 -3.597
H 1.615 1.274 1.723
H 1.815 2.410 0.352
H 1.643 1.229 -2.154
H 2.929 0.847 0.524
*
```

## Properties
Energy above the lowest of the compared OMol25 structures with the same formula, charge and spin   276.45 kJ/mol
Frontier orbital gap   9.3839 eV
SMILES   Cc1ccccc1.CC


Entry 4:
The following is a quantum chemistry calculation of a 2-piece molecular cluster, C9H14 overall at a distorted geometry, from OMol25.

```
! RIJCOSX wB97M-V def2-TZVPD def2/J DEFGRID3
* xyz 0 1
C -1.553 0.021 0.654
C 1.841 -0.066 1.988
C 2.629 0.734 1.113
C 0.425 -0.267 1.782
C -0.173 0.388 0.729
C 1.973 1.369 -0.028
C 0.568 1.244 -0.160
H 2.324 -0.527 2.833
H 3.677 0.900 1.415
H -0.170 -0.810 2.538
H 2.582 1.915 -0.692
H -2.264 0.600 1.228
H -1.781 -1.106 0.918
H 0.194 1.587 -1.140
H -1.958 0.079 -0.406
C -1.267 -1.176 -2.542
C -2.869 -1.360 -2.302
H -0.918 -1.391 -3.503
H -1.071 -0.158 -2.153
H -0.460 -2.009 -1.904
H -3.196 -2.233 -1.707
H -3.107 -0.513 -1.664
H -3.300 -1.652 -3.172
*
```

## Properties
Energy above the lowest of the compared OMol25 structures with the same formula, charge and spin   252.29 kJ/mol
Frontier orbital gap   9.8802 eV
SMILES   Cc1ccccc1.CC


Entry 5:
The following is a quantum chemistry calculation of a 2-piece molecular cluster, C9H14 overall at a distorted geometry, from OMol25.

```
! RIJCOSX wB97M-V def2-TZVPD def2/J DEFGRID3
* xyz 0 1
C 1.587 -1.597 -1.962
C 2.718 -1.404 -0.960
H 1.181 -0.623 -2.244
H 1.882 -2.136 -2.855
H 0.751 -2.072 -1.452
H 2.407 -0.752 -0.153
H 3.096 -2.327 -0.523
H 3.636 -1.008 -1.420
C -2.468 0.118 2.422
C -1.276 1.326 -0.980
C 0.089 1.467 -0.761
C -2.114 0.898 0.033
C -1.582 0.575 1.291
C 0.623 1.109 0.465
C -0.226 0.737 1.492
H -1.712 1.597 -1.935
H 0.722 1.656 -1.621
H -3.180 0.788 -0.113
H 1.687 1.177 0.649
H -3.434 -0.259 2.101
H -2.671 0.977 3.069
H 0.223 0.350 2.404
H -1.939 -0.598 3.055
*
```

## Properties
Energy above the lowest of the compared OMol25 structures with the same formula, charge and spin   23.66 kJ/mol
Frontier orbital gap   10.0751 eV
SMILES   Cc1ccccc1.CC


Entry 6:
The following is a quantum chemistry calculation of a 2-piece molecular cluster, C9H14 overall at a distorted geometry, from OMol25.

```
! RIJCOSX wB97M-V def2-TZVPD def2/J DEFGRID3
* xyz 0 1
C -2.223 -1.015 -0.907
C -1.029 1.483 2.399
C -1.833 1.971 1.378
C -0.560 0.175 2.313
C -2.223 1.156 0.322
C -1.018 -0.646 1.303
C -1.859 -0.184 0.291
H -0.712 2.145 3.190
H -2.071 3.029 1.347
H 0.048 -0.167 3.127
H -2.794 1.611 -0.480
H -0.880 -1.719 1.390
H -3.308 -0.967 -1.026
H -1.926 -2.058 -0.889
H -1.809 -0.577 -1.817
C 3.299 0.187 -1.410
C 2.729 -1.220 -1.569
H 2.532 0.909 -1.134
H 4.123 0.175 -0.699
H 3.729 0.608 -2.320
H 2.516 -1.570 -2.580
H 3.471 -1.928 -1.201
H 1.798 -1.395 -1.028
*
```

## Properties
Energy above the lowest of the compared OMol25 structures with the same formula, charge and spin   39.39 kJ/mol
Frontier orbital gap   9.9924 eV
SMILES   Cc1ccccc1.CC


Entry 7:
The following is a quantum chemistry calculation of a 2-piece molecular cluster, C9H14 overall at a distorted geometry, from OMol25.

```
! RIJCOSX wB97M-V def2-TZVPD def2/J DEFGRID3
* xyz 0 1
C -3.021 -1.118 1.681
C -2.606 -2.429 1.068
H -3.408 -0.309 1.060
H -3.624 -1.178 2.579
H -2.112 -0.683 2.144
H -3.385 -3.132 0.745
H -2.001 -2.300 0.166
H -1.965 -2.966 1.767
C 3.200 0.958 -2.160
C -0.120 0.952 0.567
C 0.015 1.922 -0.409
C 0.874 -0.011 0.706
C 1.182 2.022 -1.181
C 1.920 -0.072 -0.204
C 2.108 0.997 -1.100
H -1.151 0.783 0.839
H -0.875 2.545 -0.506
H 0.690 -0.810 1.425
H 1.280 2.749 -1.975
H 2.610 -0.895 -0.131
H 3.717 0.003 -2.155
H 3.871 1.752 -1.797
H 2.800 1.221 -3.129
*
```

## Properties
Energy above the lowest of the compared OMol25 structures with the same formula, charge and spin   77.56 kJ/mol
Frontier orbital gap   9.9907 eV
SMILES   Cc1ccccc1.CC


Entry 8:
The following is a quantum chemistry calculation of a 2-piece molecular cluster, C9H14 overall at a distorted geometry, from OMol25.

```
! RIJCOSX wB97M-V def2-TZVPD def2/J DEFGRID3
* xyz 0 1
C 2.807 1.711 0.973
C 1.666 2.475 1.631
H 2.514 1.826 -0.074
H 3.748 2.143 1.054
H 2.909 0.583 1.289
H 1.451 3.449 0.979
H 1.957 2.973 2.665
H 0.590 2.181 1.683
C 0.561 -2.198 0.027
C -2.807 -0.043 -1.275
C -1.769 0.653 -0.692
C -2.765 -1.428 -1.414
C -0.795 -0.267 -0.219
C -1.638 -2.263 -1.160
C -0.696 -1.680 -0.470
H -3.514 0.590 -1.758
H -1.730 1.778 -0.611
H -3.589 -1.803 -2.123
H -0.095 0.037 0.506
H -1.762 -3.378 -1.253
H 0.385 -3.224 0.510
H 1.340 -1.645 0.604
H 1.230 -2.470 -0.871
*
```

## Properties
Energy above the lowest of the compared OMol25 structures with the same formula, charge and spin   253.32 kJ/mol
Frontier orbital gap   9.6916 eV
SMILES   Cc1ccccc1.CC


Entry 9:
The following is a quantum chemistry calculation of a 2-piece molecular cluster, C9H14 overall at a distorted geometry, from OMol25.

```
! RIJCOSX wB97M-V def2-TZVPD def2/J DEFGRID3
* xyz 0 1
C -1.548 -1.513 -1.863
C -0.457 -2.531 -2.188
H -0.951 -0.736 -1.225
H -2.034 -0.871 -2.655
H -2.228 -2.133 -1.226
H -0.620 -3.535 -1.766
H -0.166 -2.529 -3.234
H 0.409 -2.279 -1.512
C 2.070 -0.065 -0.668
C -0.398 0.163 2.141
C 0.700 -0.295 1.376
C -0.912 1.392 1.813
C 1.007 0.474 0.299
C -0.610 2.175 0.698
C 0.186 1.507 -0.223
H -0.629 -0.614 2.861
H 1.095 -1.270 1.693
H -1.749 1.659 2.481
H -0.920 3.185 0.488
H 2.835 0.664 -0.855
H 1.410 -0.329 -1.492
H 0.459 1.794 -1.226
H 2.638 -0.888 -0.368
*
```

## Properties
Energy above the lowest of the compared OMol25 structures with the same formula, charge and spin   212.27 kJ/mol
Frontier orbital gap   9.8744 eV
SMILES   Cc1ccccc1.CC


Entry 10:
The following is a quantum chemistry calculation of a 2-piece molecular cluster, C9H14 overall at a distorted geometry, from OMol25.

```
! RIJCOSX wB97M-V def2-TZVPD def2/J DEFGRID3
* xyz 0 1
C -0.155 0.516 2.575
C 0.390 1.682 -0.995
C 1.480 0.924 -1.424
C -0.240 1.482 0.226
C 0.448 0.723 1.210
C 2.030 0.072 -0.455
C 1.574 0.009 0.827
H -0.289 2.102 -1.763
H 1.985 1.198 -2.374
H -1.167 1.942 0.488
H 2.892 -0.506 -0.789
H 0.461 -0.110 3.187
H -1.103 0.010 2.581
H 2.231 -0.637 1.448
H -0.222 1.528 2.987
C -2.206 -1.836 -0.323
C -1.964 -2.420 -1.693
H -1.390 -1.587 0.335
H -2.725 -0.885 -0.489
H -2.871 -2.427 0.331
H -1.598 -1.646 -2.373
H -2.939 -2.775 -2.065
H -1.176 -3.184 -1.686
*
```

## Properties
Energy above the lowest of the compared OMol25 structures with the same formula, charge and spin   82.44 kJ/mol
Frontier orbital gap   9.9972 eV
SMILES   Cc1ccccc1.CC


no.,calculated total energy (eV)
1,-9559.6626
2,-9559.7021
3,-9557.3163
4,-9557.5666
5,-9559.9362
6,-9559.7732
7,-9559.3776
8,-9557.5560
9,-9557.9815
10,-9559.3271